118
Properties=species:S:1:pos:R:3:forces:R:3 method="wB97M-V/def2-TZVPD" de_lowest_kj_mol=21.8 homo_ev="-6.72 / -7.41" e_tot_ev=-144278.799 s2=8.775 spin_multiplicity=6
Ir -1.6326 -0.9430 -0.6977 -0.4497 0.3474 -0.3148
C 1.9725 3.8123 4.2906 0.0714 0.0486 -0.0705
C 2.4616 4.0888 2.8584 0.1203 -0.0321 0.0133
C 2.3604 5.5977 2.6221 0.0205 -0.1249 0.0005
C 3.9289 3.6566 2.7238 -0.1114 0.0221 -0.0015
C 1.5970 3.2873 1.8886 -0.0393 0.0509 -0.0659
C 1.5137 1.9049 1.9988 0.0936 0.0366 -0.1407
C 0.5745 1.2012 1.2634 -0.4223 -0.2153 -0.1254
Se 0.3638 -0.6951 1.5555 0.2137 -0.1740 0.0134
C 1.6597 -1.4874 0.3558 -0.3862 0.3061 -0.0800
C 2.7276 -2.1625 0.9075 0.0528 0.0058 0.0348
C 3.6271 -2.8411 0.0933 0.0028 -0.0402 -0.1161
C 3.4178 -2.7465 -1.2788 0.0356 -0.0517 0.1675
C 2.3698 -2.0523 -1.8779 -0.3903 0.2469 -0.0807
C 1.4062 -1.4295 -1.0383 0.9078 -0.5372 0.4899
O 0.3459 -0.8169 -1.4928 -1.4857 0.3442 -0.0172
C 2.3592 -1.9966 -3.4185 0.0337 -0.0001 -0.0884
C 2.2616 -3.4151 -4.0034 0.0214 0.1026 0.0300
C 3.6853 -1.3630 -3.8799 -0.0614 -0.0342 0.0265
C 1.2268 -1.1649 -4.0325 0.0415 -0.0148 0.0954
C 4.8058 -3.5949 0.7029 0.0723 -0.0122 0.0561
C 4.3200 -4.5075 1.8393 0.0199 0.0351 -0.0975
C 5.5242 -4.4759 -0.3241 -0.0644 0.0883 0.0967
C 5.8119 -2.5810 1.2687 -0.0209 -0.0801 -0.0249
C -0.3802 1.8578 0.4549 1.0251 0.3585 0.5606
O -1.4963 1.2554 0.1001 -0.4997 -0.2135 -0.1009
C -0.1122 3.2167 0.1251 -0.2681 -0.3641 -0.0392
C 0.8405 3.8861 0.8774 0.1211 0.0347 0.0804
C -0.8326 3.8724 -1.0525 -0.0852 0.0254 -0.0705
C -0.5341 3.0282 -2.3054 -0.0565 0.0373 0.0984
C -2.3537 3.9460 -0.8368 0.1200 0.0265 0.0155
C -0.3272 5.2955 -1.3031 -0.0354 -0.1191 0.0131
H 2.6043 4.3345 5.0133 0.0007 -0.0104 0.0054
H 0.9484 4.1722 4.4131 -0.0229 -0.0476 0.0218
H 1.9962 2.7468 4.5222 -0.0108 0.0033 0.0181
H 2.9358 6.1217 3.3873 0.0235 0.0100 -0.0172
H 2.7567 5.8846 1.6467 -0.0140 0.0200 -0.0080
H 1.3241 5.9331 2.6955 0.0065 0.0496 -0.0327
H 4.5666 4.2381 3.3933 -0.0003 -0.0102 0.0070
H 4.0459 2.6010 2.9716 0.0566 -0.0050 -0.0076
H 4.2709 3.8038 1.6982 0.0464 0.0010 0.0104
H 2.1733 1.3494 2.6551 -0.0538 0.0504 0.0966
H 2.8504 -2.1473 1.9838 -0.0113 -0.0240 -0.0102
H 4.1188 -3.2456 -1.9328 0.0120 0.0091 -0.0292
H 3.0501 -4.0659 -3.6235 -0.0310 -0.0481 -0.0074
H 1.2919 -3.8602 -3.7707 0.0121 -0.0415 0.0116
H 2.3539 -3.3718 -5.0914 -0.0053 -0.0068 -0.0020
H 4.5468 -1.9619 -3.5835 0.0259 0.0204 0.0026
H 3.6972 -1.2729 -4.9686 -0.0013 0.0042 0.0060
H 3.7984 -0.3673 -3.4477 0.0163 0.0120 -0.0184
H 0.2501 -1.6055 -3.8355 -0.0324 0.0389 0.0018
H 1.2249 -0.1524 -3.6344 -0.0579 0.0331 -0.0534
H 1.3724 -1.1153 -5.1149 0.0223 -0.0413 0.0050
H 3.5757 -5.2136 1.4664 -0.0142 -0.0114 0.0390
H 5.1599 -5.0747 2.2463 -0.0078 0.0068 0.0234
H 3.8754 -3.9364 2.6541 -0.0243 -0.0249 0.0125
H 4.8279 -5.1790 -0.7851 0.0398 -0.0083 -0.0621
H 6.0024 -3.8800 -1.1029 -0.0185 -0.0282 -0.0457
H 6.3048 -5.0512 0.1767 0.0087 0.0032 -0.0089
H 5.3553 -1.9711 2.0499 0.0076 0.0071 0.0090
H 6.6716 -3.1041 1.6953 0.0070 0.0415 0.0255
H 6.1672 -1.9120 0.4830 0.0095 0.0010 -0.0005
H 0.9980 4.9359 0.6778 -0.0501 -0.0087 0.0291
H -0.8941 2.0064 -2.1816 0.0177 -0.0016 -0.0362
H -1.0276 3.4618 -3.1785 -0.0029 0.0043 -0.0041
H 0.5416 2.9992 -2.4914 -0.0038 -0.0206 -0.0253
H -2.7906 2.9535 -0.7981 -0.0568 -0.0401 0.0180
H -2.5852 4.4753 0.0923 -0.0242 0.0211 -0.0015
H -2.8133 4.4934 -1.6634 -0.0066 0.0098 0.0191
H 0.7512 5.3125 -1.4714 -0.0009 0.0444 0.0025
H -0.8132 5.6891 -2.1971 -0.0015 0.0281 0.0050
H -0.5689 5.9566 -0.4677 0.0355 0.0456 -0.0224
C -0.5595 -4.1640 -1.3190 -0.0749 0.0366 -0.0307
C -1.5483 -3.8065 -2.3880 -0.0240 0.1764 0.0469
C -1.7885 -4.7168 -3.4416 -0.1038 -0.1206 -0.1580
C -2.7600 -4.4500 -4.3581 0.0861 0.0205 0.0502
C -3.5289 -3.2703 -4.2449 0.1562 0.0761 0.2080
C -4.6240 -2.9953 -5.0873 -0.1509 0.1219 -0.0636
C -5.3648 -1.8606 -4.8884 0.0248 -0.1605 -0.1166
C -4.9895 -0.9329 -3.9089 0.2458 -0.0253 0.1367
C -3.8877 -1.1393 -3.0998 -0.2585 0.0142 -0.1531
S -3.3960 0.1077 -1.9965 0.7407 -0.2089 0.5668
C -3.1734 -2.3649 -3.2139 -0.3117 -0.0975 -0.3350
N -2.1946 -2.6589 -2.3163 0.4596 -0.2731 0.2160
H 0.4484 -4.2483 -1.7280 0.0101 -0.0053 0.0148
H -0.8310 -5.1260 -0.8801 0.0431 -0.0176 -0.0061
H -0.5499 -3.4055 -0.5394 0.0504 -0.0435 0.0311
H -1.2121 -5.6311 -3.4940 0.0382 0.0198 0.0199
H -2.9604 -5.1327 -5.1754 -0.0294 -0.0452 0.0405
H -4.8758 -3.6945 -5.8748 -0.0100 -0.0379 0.0348
H -6.2397 -1.6647 -5.4947 0.0367 0.0077 -0.0465
H -5.5546 -0.0184 -3.7841 -0.0004 0.0081 -0.0211
F -4.0913 -1.5923 1.0461 0.1280 0.0813 -0.0855
C -2.8634 -2.1991 0.7404 0.2292 0.2833 0.2005
F -2.2682 -2.3708 1.9887 -0.0424 -0.0249 -0.1114
H -3.1295 -3.2102 0.4197 0.1002 0.0625 -0.2774
C -2.1212 -0.2548 4.9932 0.0357 0.0300 -0.0687
C -3.3824 -0.0090 4.1801 0.1135 -0.0138 -0.3809
Sb -2.8050 0.9472 2.2769 -0.2006 0.8373 -0.0165
C -4.5867 1.8374 1.3970 0.2632 -0.4262 0.2316
C -5.8549 1.4046 2.1211 0.0859 0.0243 0.0169
C -1.9326 2.7563 3.1155 -0.0092 -0.3510 -0.1741
C -2.8658 3.4364 4.1095 -0.0700 -0.1266 -0.0546
H -2.3566 -0.7812 5.9201 0.0120 0.0162 0.0068
H -1.6226 0.6809 5.2553 0.0094 -0.0174 0.0290
H -1.4120 -0.8653 4.4310 0.0183 -0.0257 0.0482
H -4.0864 0.6520 4.6870 -0.0358 0.0374 -0.0834
H -3.8772 -0.9409 3.9187 -0.0735 0.0002 -0.0441
H -4.5916 1.5246 0.3536 0.0391 0.0323 -0.0098
H -4.4312 2.9156 1.4470 0.0710 -0.0117 -0.0540
H -5.9764 0.3223 2.0723 -0.0582 -0.0094 0.0218
H -6.7337 1.8669 1.6669 -0.0022 -0.0239 -0.0008
H -5.8296 1.6993 3.1720 -0.0720 -0.0245 0.0050
H -1.7034 3.4061 2.2694 0.0227 -0.0808 0.0258
H -0.9881 2.4790 3.5841 0.0493 0.0242 -0.0684
H -3.8251 3.6902 3.6531 -0.0089 0.0310 0.0306
H -2.4171 4.3628 4.4741 -0.0213 0.0002 0.0128
H -3.0660 2.8009 4.9738 -0.0036 0.0400 0.0314